# 1
Formula: C5H40N2O14
Source: the OMol25 dataset
Level of theory: ωB97M-V/def2-TZVPD

Element x y z (Å)
C (-1.89251, 1.54683, 0.60226)
O (-2.55500, 1.26448, 1.81773)
C (-0.85769, 0.38066, 0.22305)
C (0.61216, 0.69918, 0.46212)
C (1.27089, 0.53200, -0.89518)
C (1.94017, -0.64103, -1.19147)
N (1.36512, 1.61341, -1.83471)
N (-1.17475, -0.78568, 1.14984)
H (-1.25235, 2.40973, 0.81043)
H (-2.61600, 1.67647, -0.18179)
H (-3.33771, 0.69687, 1.68506)
H (-1.17321, 0.31474, -0.83766)
H (1.11802, 0.13730, 1.24148)
H (0.79462, 1.68601, 0.89546)
H (1.73326, -1.55549, -0.68693)
H (2.57849, -0.64954, -2.06696)
H (1.57250, 1.25888, -2.82642)
H (2.33820, 2.09976, -1.52227)
H (0.66141, 2.36912, -1.68685)
H (-1.76559, -1.51442, 0.65701)
H (-0.31465, -1.29910, 1.40266)
H (-1.77775, -0.51947, 1.90898)
H (2.57698, -0.18068, -4.49205)
H (1.43668, 0.78108, -4.97657)
O (1.79895, 0.31528, -4.21171)
H (-3.10815, -3.49293, 2.58573)
H (-2.83788, -2.65407, 3.88163)
O (-2.49389, -2.89637, 3.01709)
H (-1.92161, -3.06226, -3.78750)
H (-0.76553, -3.63205, -3.14205)
O (-1.28200, -2.80870, -3.10341)
H (1.13266, 4.46931, -0.72025)
H (2.47305, 4.77856, 0.06158)
O (1.88751, 4.08267, -0.24516)
H (5.33063, -0.54512, 0.27984)
H (5.49036, -0.89247, -1.17897)
O (5.05693, -0.25536, -0.60145)
H (-4.76896, -0.91067, 0.24583)
H (-3.82134, -2.00463, -0.37535)
O (-3.87156, -1.04096, -0.08028)
H (-0.71534, -0.57315, 4.41081)
H (-0.23385, -2.02282, 4.30964)
O (-0.48426, -1.26760, 3.75861)
H (3.81412, 2.95541, -0.79966)
H (4.62703, 1.79008, -1.46501)
O (3.85215, 2.38763, -1.58241)
H (0.21285, -4.59096, 1.46880)
H (0.99338, -4.80198, 2.76427)
O (0.23619, -4.33031, 2.39716)
H (-1.54972, 5.60080, 0.76071)
H (-1.79722, 4.44543, 1.65321)
O (-1.09603, 4.78744, 1.06530)
H (-1.19557, 4.15970, -2.24436)
H (-0.88012, 4.46707, -0.71005)
O (-0.59346, 3.98348, -1.50982)
H (2.23632, -2.22041, 2.18192)
H (0.88222, -2.81301, 1.83102)
O (1.54756, -2.14286, 1.51381)
H (-3.65440, -4.44075, -0.57557)
H (-2.42334, -3.62552, -0.86525)
O (-3.35895, -3.51898, -0.64594)

The calculation puts the energy above the lowest of the compared OMol25 structures with the same formula, charge and spin at 0.00 kJ/mol. The largest force on an atom comes out at 0.085 hartree/bohr. Its total charge is +3. As for the frontier orbital gap (spin up / spin down): 0.3261 / 0.1877 hartree. The calculation puts the calculated total energy at -37451.3798 eV. The value obtained for the lowest unoccupied orbital energy (spin up / spin down) is -9.753 / -13.518 eV. Its multiplicity is 2.

Here are the Mulliken charges for atoms 1 to 4, given in e: atom 1 (C): -0.26, atom 2 (O): -0.68, atom 3 (C): 0.45, atom 4 (C): -0.97

# 2
Formula: C5H40NO15
Source: the OMol25 dataset
Level of theory: ωB97M-V/def2-TZVPD

Element x y z (Å)
C (0.16183, -0.78096, -1.42628)
C (0.19379, -0.10658, -0.01578)
N (-1.18852, 0.24431, 0.33386)
C (-1.47025, -0.47753, 2.65304)
C (-1.47756, 0.70749, 1.64382)
C (-2.61666, 1.66312, 1.81952)
O (-2.01301, 2.87849, 2.25177)
H (-0.45067, -1.69995, -1.12800)
H (1.05717, -1.45947, -1.61940)
H (0.24572, -0.20113, -2.31345)
H (0.87392, 0.76838, -0.08793)
H (0.78427, -0.75345, 0.73812)
H (-1.83186, -0.25757, -0.19329)
H (-0.59446, -1.10036, 2.95679)
H (-1.62107, 0.10441, 3.57149)
H (-2.26277, -1.08008, 2.37081)
H (-0.65012, 1.43054, 1.99789)
H (-3.07893, 1.96470, 0.73100)
H (-3.46161, 1.48200, 2.47820)
H (1.98216, 3.09929, 1.46213)
H (1.81627, 3.70264, 2.76735)
O (2.43971, 3.21897, 2.23891)
H (1.97917, 2.19552, -0.55961)
H (1.83870, 3.87936, -0.78654)
O (1.54182, 3.10918, -0.22599)
H (-1.74222, 4.59670, -0.90179)
H (-0.64147, 3.80747, -0.20537)
O (-1.41092, 4.38187, -0.08645)
H (2.90913, -2.14318, -0.02885)
H (3.49061, -3.60414, -0.57781)
O (2.73355, -3.15603, -0.14715)
H (3.22367, -2.81867, 2.61149)
H (-2.27246, 3.70385, 1.78835)
O (2.57256, -2.15988, 3.05254)
H (3.03336, 1.10115, 2.05042)
H (2.76108, -1.37977, 2.69577)
O (2.72291, 0.28565, 2.01593)
H (-1.29962, -2.08804, -2.50720)
H (-2.58134, -2.71767, -3.13797)
O (-1.63944, -2.74386, -3.26047)
H (-2.58715, -2.27280, 0.87416)
H (-3.90805, -2.61459, 1.52074)
O (-3.47866, -2.58594, 0.66213)
H (3.30288, 0.72595, -0.74897)
H (2.11723, 0.72956, -1.69195)
O (2.84579, 1.35099, -1.41941)
H (1.11400, -4.82139, -0.22389)
H (0.41660, -3.49810, -0.85340)
O (0.44717, -4.45539, -0.85892)
H (-0.50432, 1.66118, -2.92727)
H (0.40994, 2.52500, -1.83408)
O (-0.47022, 2.39052, -2.37727)
H (-2.09494, -0.33439, -3.22608)
H (-1.06256, -1.06878, -4.28192)
O (-1.53666, -0.21054, -4.01185)
H (3.11298, -0.12585, 1.11087)
H (4.48694, -0.94939, -0.32092)
O (3.60768, -0.67094, -0.20112)
H (-3.63390, -0.43421, -1.68321)
H (-3.44852, -1.68402, -0.88009)
O (-3.19261, -1.25362, -1.64744)

The calculation puts the energy above the lowest of the compared OMol25 structures with the same formula, charge and spin at 656.58 kJ/mol. The largest force on an atom comes out at 0.154 hartree/bohr. Its total charge is -1. As for the frontier orbital gap: 0.2902 hartree. The calculation puts the calculated total energy at -38035.2011 eV. The value obtained for the lowest unoccupied orbital energy is 2.326 eV. Its multiplicity is 1.

Here are the Mulliken charges for atoms 1 to 4, given in e: atom 1 (C): -1.13, atom 2 (C): 2.18, atom 3 (N): 0.47, atom 4 (C): -1.57

# 3
Formula: C5H41NO15
Source: the OMol25 dataset
Level of theory: ωB97M-V/def2-TZVPD

Element x y z (Å)
C (-2.16860, 1.41721, -1.21732)
O (-0.95417, 2.09867, -0.82211)
C (-1.66092, 0.04936, -1.55749)
C (-2.63098, -1.05111, -1.96820)
C (-3.76513, -1.13104, -1.06073)
C (-3.32036, -1.33160, 0.40253)
N (-2.97678, -2.75779, 0.60976)
H (-2.65738, 2.11792, -1.84928)
H (-2.83774, 1.45419, -0.30284)
H (-0.98667, 3.10517, -0.56564)
H (-0.85222, -0.23859, -0.84870)
H (-0.96481, 0.13511, -2.39363)
H (-2.00713, -1.99169, -1.97617)
H (-2.98427, -1.10735, -2.99425)
H (-4.50158, -1.96129, -1.07169)
H (-4.45626, -0.30990, -1.08990)
H (-3.99785, -1.09864, 1.27429)
H (-2.42521, -0.63712, 0.57465)
H (-2.23786, -2.92990, 1.26378)
H (-2.92779, -3.38234, -0.17304)
H (0.50510, 1.60986, -0.22125)
H (1.88562, 2.35278, -0.24826)
O (1.40444, 1.60298, 0.13903)
H (3.18535, 0.56869, -1.91717)
H (4.57755, -0.16910, -2.01056)
O (3.93810, 0.19053, -1.34154)
H (0.18633, -3.75945, -3.56424)
H (1.61799, -3.41367, -2.74042)
O (0.64299, -3.32600, -2.86352)
H (-0.39208, 1.33532, 4.48315)
H (1.09887, 1.61775, 4.53694)
O (0.21365, 2.06700, 4.55039)
H (3.12421, -1.74925, -1.09810)
H (3.25450, -3.17516, -0.77280)
O (3.15776, -2.59597, -1.51147)
H (-0.81297, 3.40771, 2.91217)
H (-2.37735, 3.14815, 2.84728)
O (-1.63818, 3.68892, 2.58187)
H (0.53602, -3.21068, -1.05640)
H (-0.41282, -3.81953, -0.16082)
O (0.50422, -3.44662, -0.09544)
H (3.10914, -2.93812, 2.36977)
H (2.09366, -3.41453, 1.34677)
O (2.97276, -3.59753, 1.70173)
H (1.63746, -0.40594, -3.47773)
H (1.25902, 1.02968, -3.08659)
O (2.00822, 0.45280, -3.36558)
H (-3.12642, 0.27591, 1.74954)
H (-2.87857, -0.21819, 3.26617)
O (-3.19782, 0.52137, 2.70390)
H (1.75437, -0.08594, 2.98959)
H (3.09906, 0.68175, 3.71340)
O (2.18414, 0.39562, 3.77038)
H (-1.09605, 4.30895, 1.02125)
H (-0.02070, 5.06893, 0.25963)
O (-0.52601, 4.24888, 0.20811)
H (2.13975, 0.12176, 1.01911)
H (3.45587, -0.41681, 0.60390)
O (2.90521, -0.29079, 1.40990)
H (-0.34539, 2.81089, -3.88451)
H (-0.08582, 2.64404, -2.27738)
O (0.11717, 2.29451, -3.16155)

The calculation puts the energy above the lowest of the compared OMol25 structures with the same formula, charge and spin at 389.13 kJ/mol. The largest force on an atom comes out at 0.090 hartree/bohr. Its total charge is 0. As for the frontier orbital gap: 0.3466 hartree. The calculation puts the calculated total energy at -38052.0127 eV. The value obtained for the lowest unoccupied orbital energy is 0.129 eV. Its multiplicity is 1.

Here are the Mulliken charges for atoms 1 to 4, given in e: atom 1 (C): -0.41, atom 2 (O): -0.57, atom 3 (C): -0.09, atom 4 (C): -0.59

# 4
Formula: C5H42N3O13
Source: the OMol25 dataset
Level of theory: ωB97M-V/def2-TZVPD

Element x y z (Å)
C (0.17960, 1.87533, 2.30765)
N (-0.31002, 0.53968, 1.96255)
C (0.55789, -0.10254, 0.97454)
C (-0.17527, -1.24212, 0.27782)
C (-0.47499, -2.46696, 1.12164)
N (0.80221, -2.86010, 1.81442)
C (-0.76832, 2.92879, 1.77309)
N (-0.39237, 3.37132, 0.38171)
H (1.23353, 2.01940, 2.05111)
H (0.27173, 2.07051, 3.38390)
H (-0.32518, 0.05036, 2.86047)
H (1.39785, -0.60541, 1.44822)
H (0.91359, 0.64120, 0.27536)
H (-1.07166, -0.88606, -0.23251)
H (0.34337, -1.62610, -0.60374)
H (-1.23931, -2.25808, 1.87035)
H (-0.81416, -3.33443, 0.56256)
H (0.69997, -3.82344, 2.12313)
H (0.85430, -2.37328, 2.70301)
H (-1.82090, 2.66195, 1.76643)
H (-0.87330, 3.85932, 2.33905)
H (0.55881, 3.07407, 0.10065)
H (-0.45431, 4.39047, 0.27170)
H (-0.98613, 2.96750, -0.34914)
H (-4.17844, -2.51167, 1.07249)
H (-3.62386, -1.08456, 0.87912)
O (-3.53409, -2.01283, 0.56293)
H (2.89033, 2.76466, 0.30715)
H (2.78750, 4.02470, -0.69549)
O (2.41680, 3.59526, 0.08353)
H (-0.32250, -0.29626, 5.09641)
H (1.00308, -1.05254, 4.80061)
O (0.44711, -0.31913, 4.51146)
H (3.17179, 0.33454, 0.48555)
H (4.43003, 1.08194, 0.86958)
O (3.47027, 1.17505, 0.88375)
H (0.61423, 2.24540, -2.81257)
H (0.90852, 1.50108, -1.54091)
O (0.18769, 1.99015, -1.97734)
H (2.66869, -0.68500, -1.40983)
H (2.84219, 0.11256, -2.70944)
O (2.67787, 0.21789, -1.76657)
H (-2.45358, -1.84920, -1.18876)
H (-1.85719, -2.29708, -2.51430)
O (-2.40140, -1.59251, -2.12074)
H (0.16655, -4.22194, -2.24975)
H (-0.26320, -3.10814, -3.31434)
O (-0.54362, -3.67466, -2.58710)
H (-1.53460, 1.18983, -3.59827)
H (-1.69482, -0.15759, -4.26458)
O (-1.07642, 0.58414, -4.20361)
H (2.29442, -2.06855, 0.59264)
H (3.79613, -2.35904, 0.53460)
O (3.15263, -1.67213, 0.33091)
H (1.14874, -1.10536, -4.21859)
H (0.15305, -0.41758, -3.40792)
O (0.69497, -1.25016, -3.37454)
H (-3.21810, 0.90135, 0.39559)
H (-2.29077, 0.21135, 1.38267)
O (-3.19826, 0.56695, 1.30760)
H (-3.37220, 0.63638, -1.72849)
H (-1.87985, 0.53107, -1.82301)
O (-2.58664, 1.20021, -1.77445)

The calculation puts the energy above the lowest of the compared OMol25 structures with the same formula, charge and spin at 6.42 kJ/mol. The largest force on an atom comes out at 0.035 hartree/bohr. Its total charge is 0. As for the frontier orbital gap (spin up / spin down): 0.0741 / 0.3400 hartree. The calculation puts the calculated total energy at -36952.4188 eV. The value obtained for the lowest unoccupied orbital energy (spin up / spin down) is -0.009 / -0.100 eV. Its multiplicity is 2.

Here are the Mulliken charges for atoms 1 to 4, given in e: atom 1 (C): -0.86, atom 2 (N): 0.68, atom 3 (C): -0.34, atom 4 (C): 0.90

# 5
Formula: C5H4BrNO3
Source: the OMol25 dataset
Level of theory: ωB97M-V/def2-TZVPD

Element x y z (Å)
C (-0.85220, -1.18686, -0.00514)
C (-0.00169, -0.74401, 0.97653)
C (-0.72594, -0.34848, -1.11055)
C (0.56307, 0.41118, 0.51089)
C (1.51547, 1.39648, 1.10147)
N (1.14153, 1.43095, 2.57269)
O (1.45073, 0.54402, 3.28324)
O (0.50022, 2.41803, 2.88638)
O (0.15161, 0.69462, -0.77922)
Br (3.36524, 0.66518, 1.12423)
H (-1.66137, -1.94768, 0.06258)
H (0.21062, -1.05755, 2.00517)
H (-1.10437, -0.48318, -2.12691)
H (1.62615, 2.39226, 0.52265)

The calculation puts the energy above the lowest of the compared OMol25 structures with the same formula, charge and spin at 0.00 kJ/mol. The SMILES is O=[N+]([O-])[C@@H](Br)c1ccco1. The largest force on an atom comes out at 0.069 hartree/bohr. Its total charge is 0. As for the frontier orbital gap: 0.3255 hartree. The calculation puts the calculated total energy at -82920.4898 eV. The value obtained for the lowest unoccupied orbital energy is -0.327 eV. Its multiplicity is 1.

Here are the Mulliken charges for atoms 1 to 4, given in e: atom 1 (C): -0.50, atom 2 (C): -0.14, atom 3 (C): -0.28, atom 4 (C): -0.02

> Among the records above, which one has the highest calculated total energy?

C5H42N3O13